Entry 1:
This record from the Open Molecules 2025 dataset describes F10H2N5Na2O21S10 as an isolated structure. The level of theory is wB97M-V/def2-TZVPD.

```
50
Properties=species:S:1:pos:R:3:mulliken_charge:R:1
Na 2.81064 0.17046 -1.92622 1.13
Na 0.77535 1.04749 0.04138 1.09
N 2.80437 -0.02826 0.57244 -0.07
S 3.50693 -1.56746 0.81258 0.84
O 2.51750 -2.43633 1.27957 -0.48
O 4.82572 -1.71720 1.28231 -0.57
F 3.65740 -1.95692 -0.73233 -0.30
S 3.49999 0.64183 1.82044 0.76
O 4.81803 1.14291 1.59321 -0.66
O 3.20633 0.21563 3.12930 -0.49
F 2.60335 1.97565 1.61375 -0.31
N 1.02471 1.75011 -2.31243 -0.20
S 1.50865 3.32857 -2.25217 1.02
O 0.78908 4.10829 -1.32425 -0.58
O 1.95442 3.89170 -3.47083 -0.60
F 2.88090 2.98883 -1.48279 -0.29
S 0.01768 1.82237 -3.57448 0.91
O 0.60420 1.46423 -4.81681 -0.66
O -0.91371 2.89324 -3.49276 -0.61
F -0.83007 0.56673 -3.20082 -0.10
N -1.46590 -1.36245 4.54645 -0.50
S -2.06882 -2.65232 3.79613 1.05
O -1.38442 -3.86972 4.06768 -0.62
O -2.61721 -2.45227 2.50761 -0.46
F -3.39587 -2.75711 4.71122 -0.33
S -0.14484 -1.00290 3.71707 0.92
O -0.35638 -0.33317 2.48048 -0.19
O 0.90866 -1.93763 3.89175 -0.56
F 0.33308 0.18861 4.69513 -0.36
N -4.16894 0.65817 0.57534 -0.40
S -4.42864 2.24348 0.48793 1.00
O -5.26628 2.68679 -0.57564 -0.61
O -3.35751 3.09533 0.86682 -0.62
F -5.35583 2.31471 1.78718 -0.30
S -3.06873 0.36463 -0.55833 0.93
O -1.70623 0.67948 -0.24189 0.03
O -3.48995 0.65341 -1.89129 -0.64
F -3.08922 -1.19853 -0.45897 -0.27
N 0.43596 -3.76054 -2.00582 -0.58
S -0.56717 -2.57962 -1.58188 1.06
O -1.45951 -2.18502 -2.61767 -0.61
O 0.01794 -1.55260 -0.77942 -0.02
F -1.46804 -3.36285 -0.56083 -0.28
S 1.30073 -3.07972 -3.16146 0.93
O 2.00027 -1.90231 -2.76548 -0.56
O 0.78312 -3.15692 -4.47285 -0.60
F 2.48430 -4.15283 -3.14550 -0.32
O -0.26587 3.07639 1.15778 -0.41
H -1.22269 3.16765 1.27150 0.27
H 0.02258 3.86800 0.69786 0.25
```

Computed properties:
Electronic energy: -7160.39165 a.u.
Highest occupied orbital energy: -2.24 eV
ΔE to the lowest compared entry with this formula, charge and spin: 0.0 kJ/mol
Spin multiplicity: 1
HOMO-LUMO gap: 6.65 eV
Total charge: -3

Entry 2:
This record from the Open Molecules 2025 dataset describes F10InN5O20S10 as an isolated structure. The level of theory is wB97M-V/def2-TZVPD.

```
46
Properties=species:S:1:pos:R:3:mulliken_charge:R:1
In -1.24620 5.26905 -9.05725 2.42
N -0.61134 8.04878 -9.22292 -0.08
S 0.34519 8.94869 -9.97904 0.90
O 1.50753 9.48721 -9.29142 -0.56
O -0.26075 9.68525 -11.09461 -0.59
F 0.99946 7.66146 -10.77741 -0.28
S -1.40557 9.39227 -8.44440 1.01
O -2.85707 9.43755 -8.67900 -0.56
O -0.79868 10.71974 -8.31408 -0.54
F -1.24815 8.84577 -6.93004 -0.20
N -3.34839 4.02937 -10.57065 0.07
S -4.75811 3.82093 -10.88991 0.78
O -5.52297 2.89521 -10.06382 -0.58
O -5.17508 3.93312 -12.31810 -0.59
F -5.32892 5.25631 -10.27297 -0.31
S -2.92397 2.65136 -11.44756 0.89
O -2.57524 2.82321 -12.83725 -0.53
O -3.37981 1.36062 -10.92802 -0.56
F -1.47050 2.58088 -10.87516 -0.10
N -3.02466 6.29054 -7.04094 0.00
S -4.46107 6.79544 -6.72209 0.90
O -4.54113 8.08904 -6.06482 -0.55
O -5.51788 5.84496 -6.50332 -0.55
F -4.70711 7.19050 -8.26812 -0.30
S -2.66133 6.22242 -5.34162 0.91
O -3.54384 5.47503 -4.48845 -0.52
O -2.09857 7.38636 -4.74089 -0.53
F -1.33570 5.32951 -5.58620 -0.23
N -1.03713 3.02388 -7.41868 0.11
S -1.85118 1.74391 -7.41163 0.81
O -2.39616 1.22391 -6.14978 -0.58
O -1.54847 0.80896 -8.48408 -0.52
F -3.09972 2.50127 -8.05146 -0.21
S 0.10809 2.38044 -6.27721 1.03
O 0.93490 1.19828 -6.58638 -0.56
O -0.19106 2.48157 -4.83099 -0.56
F 1.18718 3.56797 -6.35724 -0.27
N 0.77467 4.00317 -10.70685 0.13
S 1.96825 3.26960 -10.55856 0.68
O 3.24996 3.91006 -10.81199 -0.61
O 1.78142 1.82019 -10.55870 -0.56
F 1.78828 3.44909 -8.96769 -0.26
S 0.81898 3.90540 -12.39738 1.00
O 0.57123 2.54051 -12.98135 -0.54
O 1.71498 4.80034 -13.02285 -0.55
F -0.54897 4.64032 -12.62862 -0.22
```

Computed properties:
Electronic energy: -6948.80332 a.u.
Highest occupied orbital energy: -6.69 eV
ΔE to the lowest compared entry with this formula, charge and spin: 955.6 kJ/mol
Spin multiplicity: 1
HOMO-LUMO gap: 3.36 eV
Total charge: -2

Entry 3:
This record from the Open Molecules 2025 dataset describes F10KN5Na3O20S10 as an isolated structure. The level of theory is wB97M-V/def2-TZVPD.

```
49
Properties=species:S:1:pos:R:3:mulliken_charge:R:1
Na -1.14543 4.81435 -1.03924 1.03
Na -1.83381 0.76183 3.78657 1.13
Na 0.66856 -2.39150 0.01673 0.96
K 3.02263 0.89586 0.44620 0.89
N 3.80379 -0.69442 -7.03596 -0.40
S 5.41099 -0.71352 -6.40986 1.07
O 6.27150 -1.71098 -7.04605 -0.61
O 5.76297 -0.16604 -5.12779 -0.53
F 5.79281 0.58705 -7.31246 -0.32
S 3.30899 -1.14447 -5.66780 1.19
O 2.99138 -0.08555 -4.71611 -0.47
O 3.73039 -2.49890 -5.26573 -0.61
F 1.76882 -1.34926 -6.18744 -0.34
N 0.10982 1.09904 5.04056 -0.20
S 1.50312 1.38727 4.00160 1.04
O 1.92787 0.27761 3.07874 -0.58
O 2.54483 2.26301 4.45222 -0.55
F 0.80352 2.32562 2.92950 -0.24
S 0.96204 0.37050 6.04070 0.96
O 1.85760 1.15736 6.86954 -0.57
O 1.35457 -0.99794 5.70987 -0.58
F -0.29159 0.15015 7.01085 -0.30
N -3.49825 2.35795 3.99071 -0.21
S -4.21972 3.04933 2.84509 0.87
O -4.35920 4.49328 2.79900 -0.60
O -5.22481 2.27954 2.16340 -0.55
F -2.94314 2.75121 1.90085 -0.24
S -4.84065 2.61072 5.01147 0.93
O -6.21008 2.45690 4.60253 -0.49
O -4.60976 3.65730 6.05046 -0.59
F -4.66132 1.20136 5.71399 -0.26
N 0.59959 0.01742 -0.60729 -0.12
S 0.73391 0.47315 -2.02897 1.17
O 1.47580 1.71928 -2.19208 -0.66
O -0.24848 0.08330 -3.02399 -0.48
F 1.96889 -0.60495 -2.27675 -0.35
S -0.77968 1.09039 -0.36658 0.82
O -2.03964 0.46772 -0.68573 -0.55
O -0.67429 2.52017 -0.48871 -0.56
F -0.79443 0.96043 1.22150 -0.10
N -0.15808 -3.85762 -1.52841 -0.34
S -1.45618 -4.49644 -1.06003 1.03
O -2.03148 -5.62617 -1.80179 -0.56
O -2.34507 -3.60145 -0.32739 -0.59
F -0.64567 -5.27241 0.08079 -0.31
S -0.86448 -3.45389 -2.97485 1.07
O -1.97797 -2.50794 -2.99437 -0.53
O -0.90013 -4.51196 -3.98922 -0.60
F 0.37900 -2.59372 -3.60829 -0.17
```

Computed properties:
Electronic energy: -7845.87552 a.u.
Highest occupied orbital energy: -6.81 eV
ΔE to the lowest compared entry with this formula, charge and spin: 0.0 kJ/mol
Spin multiplicity: 1
HOMO-LUMO gap: 5.45 eV
Total charge: -1

Entry 4:
This record from the Open Molecules 2025 dataset describes F12KP2 as an isolated structure. The level of theory is wB97M-V/def2-TZVPD.

```
15
Properties=species:S:1:pos:R:3:mulliken_charge:R:1
K 14.40182 -15.30955 11.81786 0.98
P 16.31397 -14.55395 8.82961 1.18
F 15.74861 -13.35508 7.85630 -0.36
F 17.86318 -13.93446 8.72403 -0.39
F 15.95740 -13.61410 10.07536 -0.36
F 16.97047 -15.69648 9.76852 -0.32
F 14.78899 -15.18824 8.99719 -0.36
F 16.53463 -15.58155 7.54501 -0.36
P 14.49753 -19.22745 11.47745 1.16
F 14.02459 -19.30251 9.95417 -0.32
F 13.84408 -20.62318 11.87268 -0.35
F 15.92447 -19.94108 11.12345 -0.37
F 14.92507 -19.16467 13.08081 -0.38
F 15.28594 -17.83548 11.22889 -0.38
F 13.03955 -18.54201 11.80564 -0.37
```

Computed properties:
Electronic energy: -2481.64729 a.u.
Highest occupied orbital energy: -9.01 eV
ΔE to the lowest compared entry with this formula, charge and spin: 73.7 kJ/mol
Spin multiplicity: 1
HOMO-LUMO gap: 10.47 eV
Total charge: -1

Entry 5:
This record from the Open Molecules 2025 dataset describes F12N6Na2O24S12 as an isolated structure. The level of theory is wB97M-V/def2-TZVPD.

```
56
Properties=species:S:1:pos:R:3:mulliken_charge:R:1
Na 0.51913 3.19585 1.54158 1.08
Na 0.57530 0.52839 0.41676 1.25
N 1.29223 2.43581 -0.62258 0.10
S 0.77265 3.09469 -1.86797 0.51
O 0.13412 2.17662 -2.83400 -0.41
O 1.27038 4.37253 -2.35109 -0.62
F -0.47842 3.80605 -0.97781 -0.29
S 2.67638 1.86596 -1.44371 0.71
O 3.49667 2.71469 -2.31307 -0.60
O 2.65512 0.44228 -1.66052 -0.34
F 3.72848 1.76456 -0.19733 -0.33
N 1.38113 1.39370 2.68645 -0.18
S 2.71967 1.78984 3.30062 0.91
O 3.85588 0.91047 3.08552 -0.52
O 2.63555 2.51835 4.54937 -0.68
F 3.12274 2.91064 2.20814 -0.32
S 1.10137 0.24924 4.03930 0.75
O 0.46890 0.79361 5.25276 -0.59
O 1.96673 -0.90365 4.15770 -0.53
F -0.10177 -0.44310 3.27231 -0.17
N 3.54561 -3.38629 0.78515 -0.54
S 4.16169 -2.40310 -0.15919 1.01
O 4.15171 -0.99557 0.26771 -0.44
O 3.97308 -2.83632 -1.54544 -0.64
F 5.68331 -2.84441 0.16008 -0.36
S 1.85858 -3.00460 0.51531 0.84
O 1.24495 -3.71071 -0.64358 -0.51
O 1.56367 -1.66248 0.80740 -0.16
F 1.31351 -3.73346 1.80467 -0.29
N -1.24011 -2.36494 -3.28088 -0.28
S -0.62655 -1.05499 -3.18832 1.07
O -0.41851 -0.38452 -4.46686 -0.70
O 0.30809 -0.81346 -2.04486 -0.08
F -1.96776 -0.25349 -2.83246 -0.35
S 0.10440 -3.05069 -4.21139 0.93
O 1.43511 -2.54294 -3.92518 -0.51
O -0.18001 -3.55496 -5.54685 -0.70
F 0.16172 -4.51504 -3.49655 -0.30
N -3.99322 3.60188 -0.07705 -0.45
S -3.18735 4.05979 1.14319 1.01
O -1.91174 4.81310 0.88591 -0.60
O -3.48765 3.44803 2.43936 -0.57
F -4.18688 5.37023 1.18316 -0.40
S -3.31626 2.03532 0.10033 1.03
O -4.04077 1.17166 1.02550 -0.54
O -1.88745 1.81344 0.10140 -0.10
F -3.81232 1.40256 -1.31370 -0.28
N -3.10189 -3.26051 0.33022 -0.38
S -4.11274 -2.24879 -0.15522 0.99
O -3.79067 -1.62035 -1.42675 -0.49
O -5.00473 -1.50587 0.74884 -0.59
F -5.19720 -3.35730 -0.68414 -0.42
S -2.32589 -2.10576 1.34246 0.88
O -2.82924 -1.95562 2.72524 -0.66
O -1.52009 -1.05843 0.72648 0.13
F -1.15852 -3.10773 1.66376 -0.29
```

Computed properties:
Electronic energy: -8435.28377 a.u.
Highest occupied orbital energy: 0.01 eV
ΔE to the lowest compared entry with this formula, charge and spin: 928.9 kJ/mol
Spin multiplicity: 1
HOMO-LUMO gap: 5.66 eV
Total charge: -4